23
Properties=species:S:1:pos:R:3:forces:R:3 method="wB97M-V/def2-TZVPD" charge=-1 de_lowest_kcal_mol=16.00 homo_lumo_gap_ev=7.974 e_homo_ev=-4.7
C 2.7065 1.4511 0.0600 -0.59 -0.41 -0.44
C 2.6441 0.0979 -0.2594 0.06 1.16 0.54
C 1.4616 2.0973 0.2987 5.36 0.51 -0.79
C 1.3933 -0.6014 -0.1218 1.33 0.74 -0.15
C 0.2536 0.1700 0.1595 3.27 0.64 0.10
C -1.2520 -1.7696 0.4683 -1.19 -0.77 -0.94
C -2.6119 -1.9013 0.2514 0.06 -1.57 0.80
C 1.6852 -2.1286 -0.2108 -0.74 -0.20 -1.87
C -2.1907 0.1590 0.0334 0.22 0.66 -0.49
C -2.2422 1.6164 -0.2630 -1.72 1.30 1.12
N 0.3549 1.5534 0.3226 -4.45 -4.37 0.21
N -0.9707 -0.4561 0.2975 -2.41 1.49 -0.21
N -3.1955 -0.6906 -0.0548 1.00 0.23 0.97
O 1.6815 -2.6481 -1.3468 -0.20 0.65 -0.10
O 1.9692 -2.6565 0.8498 0.26 -0.30 1.89
H 3.6119 2.0776 0.0508 -0.37 -0.60 -0.14
H 3.5906 -0.3812 -0.5919 -1.06 -0.15 0.41
H 1.5104 3.1422 0.2995 -0.18 1.80 0.52
H -0.4675 -2.4728 0.3936 0.39 -0.78 0.68
H -3.2013 -2.8517 0.4480 0.79 1.48 -0.67
H -3.1981 2.1154 0.0359 0.40 -0.87 -0.36
H -2.0669 1.8425 -1.2748 -0.17 -0.14 -1.82
H -1.4661 2.2352 0.1544 -0.07 -0.49 0.75